This record from the Open Molecules 2025 dataset describes a molecular structure, C16H17AuN6O2S2. The level of theory is the ωB97M-V functional and the def2-TZVPD basis.

Last column: Löwdin spin population.
Atoms and positions in Å:
Au -0.070 -0.868 0.220  0.5475
C 2.777 -0.616 -1.864  0.0141
C 1.583 0.111 -2.354  0.0749
N 0.393 0.059 -1.844  0.0666
C -0.486 0.907 -2.492  0.0864
C 0.097 1.582 -3.574  0.2071
S 1.707 1.185 -3.730  0.1012
C -1.796 1.135 -2.017  0.0997
C -2.742 1.983 -2.636  0.2197
S -4.134 2.060 -1.731  0.1018
C -3.423 0.971 -0.540  0.0860
N -2.227 0.582 -0.838  -0.0140
C -4.176 0.560 0.672  0.0165
H 2.519 -1.210 -0.989  0.0002
H 3.542 0.109 -1.581  0.0045
H 3.181 -1.262 -2.645  0.0043
H -0.378 2.289 -4.235  0.0055
H -2.633 2.524 -3.563  0.0055
H -5.082 1.144 0.816  -0.0001
H -3.533 0.666 1.546  0.0035
H -4.456 -0.492 0.574  0.0061
N -1.445 -3.515 0.737  0.0035
C -1.421 -4.837 0.515  -0.0006
C -0.642 -5.054 -0.600  0.0009
C -0.207 -3.786 -0.984  0.0025
N -0.705 -2.855 -0.173  0.0349
H -1.842 -3.020 1.520  0.0001
H -1.957 -5.516 1.157  0.0002
H -0.418 -5.996 -1.065  0.0003
H 0.420 -3.500 -1.812  0.0002
C 3.209 3.332 2.008  0.0010
N 2.298 2.193 2.202  0.0022
C 1.977 1.746 3.449  -0.0008
C 1.152 0.697 3.688  0.0046
C 0.621 0.069 2.536  0.0178
O -0.165 -0.945 2.477  0.2104
N 0.941 0.545 1.317  0.0765
C 1.787 1.589 1.063  0.0083
O 2.069 1.957 -0.066  -0.0008
H 3.564 3.650 2.984  0.0003
H 2.680 4.146 1.521  0.0000
H 4.049 3.024 1.392  0.0000
H 2.442 2.296 4.256  0.0000
H 0.929 0.361 4.687  0.0014

Forces on atoms 1 to 3 (eV/Å):
0.24 -0.57 -0.06
-0.10 0.02 0.01
0.12 -0.08 0.06

Summary:
⟨S²⟩: 2.028
Kohn-Sham gap (spin up / spin down), eV: 7.50 / 4.61
DFT total energy, eV: -55250.6285
2S+1: 3
Maximum force, hartree/bohr: 0.0121
Net charge: +2
Highest occupied orbital energy (spin up / spin down), eV: -14.3 / -14.3